Here is 9 unconnected molecules or ions with the total composition C32H90N8O9 from the OMol25 dataset. Energies are from wB97M-V/def2-TZVPD.

```
139
Properties=species:S:1:pos:R:3:forces:R:3:mulliken_charge:R:1
C 2.161770 1.727932 -6.074261 1.21 1.06 0.88 -1.1613
H -2.416806 6.271457 -3.695345 -0.50 0.53 0.10 0.3120
H 4.914970 1.235627 -4.202167 -1.42 0.08 -0.25 0.2166
H 1.073681 0.227764 -8.201126 -0.11 -0.23 0.03 0.4070
O 1.404461 -1.662744 -1.755435 2.05 0.76 0.00 0.5907
H 0.067666 -0.903533 2.025976 -0.36 -0.63 0.05 0.8633
C -2.648124 -3.244953 -3.826543 -0.85 -0.18 0.90 -1.2949
N -5.062590 0.405120 3.172338 2.94 1.20 1.72 -0.4144
H 1.448232 2.232314 5.317275 -0.10 -0.57 0.20 -0.3857
H 1.980541 0.122314 -2.812960 -0.72 -0.38 0.46 -0.0934
C 0.462409 0.871789 -7.570004 0.10 0.43 -0.69 -1.6503
C 1.709699 3.118796 1.869806 0.98 2.10 1.08 -0.9889
C -3.039309 -2.207982 -1.721449 1.55 2.79 1.31 -0.7823
H -3.885727 -1.524171 -3.503432 0.41 0.29 -0.15 0.3813
H 3.493032 1.040670 5.689458 -0.62 0.65 0.41 0.3186
H -2.405810 6.076912 -1.866099 0.08 0.11 -0.56 0.2478
H -0.026696 0.939598 6.635285 -1.45 0.14 0.13 -0.2345
C 0.011501 -0.384872 1.078555 0.31 0.91 -0.09 -1.6301
H -0.566552 0.569101 -7.588499 -0.52 -0.30 -0.25 0.4514
H 0.139742 1.299574 -4.236294 1.15 0.28 -0.01 -0.0575
N 4.186577 -3.038318 -3.878085 0.32 2.38 -1.00 -0.6320
N 1.305471 -5.539523 2.521468 -2.01 -0.63 0.41 -0.6283
H 0.490489 0.196982 -1.756204 0.76 -0.11 0.04 -0.3696
H 1.242257 2.644087 -0.989566 0.50 0.56 -0.54 -0.4050
H -2.381702 2.129228 6.905839 0.17 -0.58 -0.71 0.2861
H -1.724136 0.519421 1.851219 -1.22 -0.46 0.48 -0.1986
H -3.500956 -3.941912 -3.495188 1.39 0.85 -0.40 0.3666
C 1.185383 4.289849 -2.344691 -1.82 -1.19 0.99 0.4596
H 3.583709 1.493349 7.336817 -0.06 0.23 0.62 0.3678
C -3.491173 -1.084978 0.347579 0.31 0.74 -1.06 -0.6935
H 3.083080 -1.271777 -4.074998 0.02 -0.37 0.52 -0.5222
H 1.962937 -3.058636 -5.377123 0.45 -0.65 0.29 0.4953
H 5.014111 -2.585738 -3.512912 -0.01 -0.42 0.11 0.2373
H 0.348515 -6.568447 0.125581 0.54 1.20 0.58 0.3427
C 1.799620 -2.973816 -4.294475 -0.70 1.40 -0.84 -0.4241
H 4.105679 -3.983484 -3.666451 0.05 -1.75 0.66 0.2061
C 0.617002 -1.481537 6.351353 -0.77 0.86 0.67 -0.4847
H 3.760359 2.735562 6.071183 -0.31 -0.14 0.27 0.4626
C 1.958660 -3.574467 1.225074 -0.68 0.89 0.21 -0.7457
H -0.841599 2.140601 -0.364747 0.22 -0.20 -0.20 0.0569
C -4.835865 0.051736 4.602082 0.06 1.75 -0.75 0.4641
N -1.460951 1.439270 0.007894 -0.10 0.15 1.37 -0.0584
H -0.811467 0.522400 -5.162925 0.01 0.04 -0.66 0.3832
H 1.103801 -2.298068 5.854433 0.25 -0.20 -0.49 0.2991
C 0.961500 0.848347 -6.153570 0.17 -1.13 0.70 1.4841
H -5.437376 0.678745 5.265318 -0.48 0.01 0.06 0.2483
C 0.922928 -5.572092 0.085087 -1.20 -0.83 -2.15 -0.3500
H 0.401672 -1.848665 7.398294 0.40 0.82 -0.69 0.2546
H 2.832019 1.587250 -6.912315 0.00 -0.12 -0.68 0.5463
H -2.176595 -2.789920 -1.436760 0.32 -0.64 0.35 0.0638
H -0.212961 -0.974772 0.209444 -0.28 -0.73 -0.05 -0.0765
O 1.439743 -0.317951 6.222950 1.05 -1.66 -0.20 -0.3581
C 4.171789 1.928822 -4.706517 1.09 -0.50 0.30 -0.9422
C -2.993175 1.226953 7.106784 0.21 0.04 0.87 -0.8107
O -4.069380 3.101112 1.613592 -0.80 -0.38 -0.26 -0.6823
H 0.790137 -6.440567 2.573293 1.00 0.94 -0.02 0.2427
C -2.167502 5.639970 -2.856900 -0.97 -0.87 0.23 -0.7228
O 0.706081 2.443661 1.271419 1.34 0.32 -3.59 -0.0115
H -3.997422 1.653709 7.262416 -0.06 -0.59 -0.18 0.3236
H 1.014906 -0.014121 0.938911 0.50 0.15 -0.32 0.3858
H -1.004182 3.725567 -1.867775 1.14 0.34 -0.36 0.2405
H 1.241707 5.003114 -1.488885 0.12 0.01 -0.74 0.2075
O 2.890838 1.379152 -4.920041 0.70 -0.74 1.65 0.1378
H 1.298385 -0.206278 -5.937816 0.02 0.79 -0.15 -0.4396
H 2.191744 0.220597 -1.112998 -0.01 -0.08 0.78 0.3981
O -0.773533 5.446077 -2.980768 -0.70 -0.23 -0.16 -0.3828
H -1.682771 0.719605 -0.637477 -0.25 -0.45 -0.99 -0.0171
H -5.936264 0.201742 2.830069 -2.56 -0.79 -0.60 0.2181
H -2.043798 0.009042 -3.199309 -0.34 0.17 -0.05 0.3893
H -0.074033 -4.423005 1.454419 0.56 0.22 0.13 0.1245
H -3.025375 -1.818206 0.996344 0.49 -0.33 -0.07 0.2884
C 1.520239 -0.204521 -1.844237 -0.38 -0.77 -1.43 -0.3901
H 2.293997 2.474605 2.499211 0.45 -0.44 0.63 0.3801
C 2.720532 -2.266108 -2.071441 -1.14 0.89 -0.98 -0.8305
H -3.952300 -2.703825 -1.402156 -0.24 -0.17 -0.60 0.5273
N -0.085864 1.237307 -5.219962 -1.11 0.04 0.16 -0.5801
H 1.346673 3.982780 2.476015 -0.02 -0.47 -0.02 0.3157
H -0.989249 2.694118 2.236440 0.48 -1.04 0.56 0.0468
O 2.216507 -5.861583 -0.379690 0.25 -0.41 -0.96 -0.3683
H -3.350201 1.555030 4.751952 0.49 -0.27 -0.51 0.4855
H 1.868311 -2.872017 2.077619 -0.16 -0.63 -0.13 0.3874
H -1.668918 -3.654670 -3.515626 -0.46 0.08 0.03 0.1588
H 1.596091 5.623016 -3.967072 0.16 -0.55 -0.05 0.4422
H 2.077475 3.824729 6.882955 -0.05 1.02 0.57 0.3154
H -1.041129 -1.187950 -3.206778 1.10 -0.23 -0.02 -0.2458
C -2.879212 -1.834347 -3.175352 -2.10 -2.48 -1.57 0.2779
O -2.931387 -0.955490 -0.969938 -0.47 -1.48 0.25 -0.2139
H 2.751642 -3.292594 -1.683726 -0.38 0.13 -0.20 -0.0590
H 0.501682 3.688579 6.632303 -0.14 -0.14 0.10 0.2950
H 2.999217 5.026449 -3.155592 0.71 -0.11 0.02 0.4114
H -3.485273 3.624798 2.156197 0.56 0.01 -0.19 0.3005
H 2.616800 2.958699 -1.953079 -0.34 -0.57 0.48 0.2339
C -5.109352 -1.351442 4.935333 -1.89 0.44 0.73 -1.5015
C 0.974440 -4.780415 1.346454 -0.19 1.06 0.15 0.5200
H 1.339974 -7.181053 -1.770356 -0.18 0.63 0.26 0.3274
H 2.273635 -5.596946 2.667297 1.28 -0.58 0.17 0.2361
N 1.283070 3.243559 7.099437 0.44 0.61 0.55 -0.7811
H 1.930538 -5.625067 -2.487093 0.13 -0.57 0.94 0.0725
C 1.696451 2.071840 6.388828 -0.01 -1.76 -1.72 1.3623
C -3.412240 0.464338 4.876421 -0.13 0.32 1.31 -0.5748
H 1.759973 -2.926197 0.357872 -0.20 -0.49 0.06 -0.3468
H 0.948297 -2.263762 -4.330326 0.08 -0.53 0.67 -0.1630
O -2.913425 0.136426 6.180963 -0.41 1.30 0.57 -0.3656
H 0.249023 1.485007 2.938445 -0.49 -0.24 0.31 0.5696
C -0.339823 4.151230 -2.684504 0.49 -0.81 -0.41 -0.1702
H -3.317655 -0.097075 0.734993 -0.55 0.18 0.66 -0.0891
C -0.233001 1.862077 2.030976 -2.02 1.24 1.42 -1.3968
H -2.862362 4.719463 -2.936232 1.51 0.91 -0.06 0.2698
C -0.922856 0.809319 1.223991 0.60 0.30 -0.08 1.4065
H -2.610154 0.873051 8.082869 -0.37 -0.08 -0.51 0.3045
H 4.199872 2.827724 -4.066291 -0.40 -0.04 -0.50 0.2207
H -0.343245 -1.218605 5.879214 0.04 -0.50 0.13 0.0519
H -4.954681 1.426070 3.115791 0.02 -0.54 -0.49 0.1801
H -6.168220 -1.459031 4.628365 0.45 -0.77 0.27 0.4088
H 1.508241 -3.913700 -3.809236 0.08 0.21 -0.27 -0.3257
C 2.975659 -2.275391 -3.618746 -0.35 -0.98 0.62 1.2185
H 2.962767 -6.979566 -1.960736 1.59 -0.08 0.03 0.3047
N 1.596670 2.951731 -1.908485 0.63 -0.14 -0.10 0.2195
H 3.556777 -1.746358 -1.595481 -0.20 0.34 0.28 0.5468
C 0.997645 0.800650 6.888715 -0.45 1.25 -0.94 -0.2311
H -4.468225 -2.063475 4.477791 0.54 -0.65 -0.44 0.3050
H 3.016692 -3.829726 1.166748 -0.11 -0.54 -0.01 0.4501
C 3.183344 1.850775 6.398879 1.46 -0.48 -0.95 -1.6132
C 2.043042 4.708653 -3.532050 -1.14 0.96 0.23 -1.1365
H 1.086281 0.732511 7.944595 0.25 -0.13 1.27 0.4065
H -3.579032 2.620100 0.925539 0.39 0.31 0.44 0.3068
H -0.457836 3.426145 -3.564333 0.14 0.99 0.84 0.1242
H -5.054204 -1.361925 6.026992 0.01 -0.71 -0.12 0.3423
H -4.542927 -1.335422 0.264802 -0.36 0.16 0.13 0.6186
H 1.940027 2.810524 -5.995347 -0.47 -0.40 -0.42 0.3628
H 0.349950 -5.011595 -0.736212 0.70 -0.23 0.99 0.1070
H -2.652993 -3.220474 -4.896303 -0.06 0.19 -0.69 0.3832
H -2.831376 -0.148286 4.248695 1.14 -0.14 -1.33 0.1527
H 2.394286 3.588033 1.154542 -0.27 -0.39 -0.30 0.2324
H 0.532075 1.863239 -8.035219 -0.18 0.03 0.31 0.3053
H 4.690649 2.094789 -5.644686 -0.09 0.55 -0.44 0.4465
N -1.889598 -0.888419 -3.649480 -0.19 -0.03 1.01 -0.2681
C 2.125359 -6.398535 -1.685417 -1.33 0.11 -0.60 -0.5702
H 2.137864 3.917823 -4.281500 -0.10 0.16 0.27 -0.2398
```
Forces are in eV/Å.

Its LUMO energy is 0.453 eV. Its gap between HOMO and LUMO is 0.3393 hartree. For the highest occupied orbital energy, the calculation gives -8.8 eV. For the molar mass, the calculation gives 731.119 u. The calculation puts the strongest force on any atom at 3.8 eV/Å. The calculation puts the total energy at -2388.1636 Ha. As for the SMILES: COC[C@H](C)N.COC[C@H](C)N.COC[C@H](C)N.COC[C@H](C)N.COC[C@H](C)N.COC[C@H](C)N.COC[C@H](C)N.COC[C@H](C)N.O. The energy above the lowest of the compared OMol25 structures with the same formula, charge and spin is 191.09 kJ/mol.